Entry 1:
6
Properties=species:S:1:pos:R:3 method="wB97M-V/def2-TZVPD" total_energy_ev=-18030.14218 gap_ev=6.82 fmax_ev_per_a=4.4 e_lumo_ev=3.9 e_above_lowest_kcal_mol=50.5 charge=-1
C 0.522 0.384 0.339
O -0.280 -0.438 1.172
O 1.676 0.584 0.541
O -1.473 -0.640 -1.224
S -0.270 -1.078 -0.547
H -0.175 1.189 -0.280



Entry 2:
8
Properties=species:S:1:pos:R:3 method="wB97M-V/def2-TZVPD" total_energy_ev=-10517.61289 gap_ev=9.05 fmax_ev_per_a=3.4 e_lumo_ev=-1.3 e_above_lowest_kcal_mol=67.8
C -0.813 -0.198 -0.003
C 0.526 -0.503 -0.338
N -0.866 0.142 1.218
N 1.561 -1.062 -0.272
F -1.658 0.027 -0.970
F 0.492 1.674 -0.531
H -1.706 0.750 1.459
H 2.464 -0.828 -0.563



Entry 3:
60
Properties=species:S:1:pos:R:3 method="wB97M-V/def2-TZVPD" total_energy_ev=-53638.80045 gap_ev="7.00 / 6.50" fmax_ev_per_a=0.5 e_lumo_ev="-11.7 / -12.2" e_above_lowest_kcal_mol=0.0 charge=+3 spin_multiplicity=2
Ir -0.434 -2.012 -0.140
O -1.070 -0.620 3.211
C -1.350 -1.366 2.326
N -0.353 -2.228 1.719
C 0.931 -2.513 2.340
C 1.977 -2.684 1.263
C 3.290 -2.989 1.558
C 4.181 -3.223 0.520
C 3.728 -3.171 -0.792
C 2.407 -2.854 -1.027
N 1.549 -2.598 -0.024
C -2.637 -1.468 1.555
C -3.876 -1.352 2.131
C -4.995 -1.612 1.333
C -4.814 -1.987 0.015
C -3.527 -2.073 -0.502
N -2.459 -1.807 0.250
H 0.834 -3.453 2.897
H 1.176 -1.735 3.069
H 3.606 -3.067 2.590
H 5.215 -3.461 0.733
H 4.384 -3.382 -1.624
H 2.003 -2.817 -2.031
H -3.969 -1.088 3.176
H -5.990 -1.539 1.752
H -5.656 -2.220 -0.622
H -3.348 -2.364 -1.529
C 2.086 3.433 0.952
Si 0.334 3.362 1.607
C -0.623 4.909 1.264
C 0.275 2.758 3.363
C -0.648 1.989 0.542
Te 0.671 0.404 0.342
C 1.455 0.732 -1.580
Si 0.276 0.464 -3.076
C 1.347 0.134 -4.546
C -0.903 1.888 -3.249
C -0.788 -1.034 -2.567
H 2.644 4.134 1.577
H 2.132 3.814 -0.071
H 2.653 2.496 0.995
H -0.159 5.719 1.836
H -1.662 4.839 1.587
H -0.601 5.202 0.214
H 1.030 3.279 3.955
H 0.463 1.687 3.473
H -0.697 2.967 3.815
H -0.939 2.363 -0.436
H -1.525 1.687 1.117
H 2.322 0.070 -1.628
H 1.807 1.768 -1.591
H 2.065 0.943 -4.695
H 0.748 0.060 -5.456
H 1.909 -0.798 -4.446
H -0.372 2.822 -3.450
H -1.537 2.030 -2.374
H -1.569 1.717 -4.098
H -0.177 -1.843 -2.056
H -1.140 -1.604 -3.432
H -1.680 -0.705 -2.037



Entry 4:
106
Properties=species:S:1:pos:R:3 method="wB97M-V/def2-TZVPD" total_energy_ev=-92781.18629 gap_ev="6.13 / 6.53" fmax_ev_per_a=1.2 e_lumo_ev="0.6 / 0.6" e_above_lowest_kcal_mol=7.5 spin_multiplicity=2
Re -0.451 -0.563 -0.315
C -3.518 0.734 2.735
C -2.746 1.318 3.916
C -2.460 0.260 4.983
C -3.581 2.426 4.552
N -1.458 1.896 3.418
C -1.126 3.243 3.514
C 0.101 3.389 2.994
N 0.535 2.148 2.571
B 1.977 2.008 2.027
N 2.579 0.583 2.152
C 3.250 0.259 3.311
C 3.917 -0.885 3.103
N 3.651 -1.288 1.802
C 2.788 -0.389 1.237
S 2.136 -0.447 -0.366
C 4.373 -2.428 1.139
C 5.333 -1.850 0.098
C 5.170 -3.187 2.198
C 3.391 -3.405 0.492
N 2.109 2.558 0.588
C 3.273 3.183 0.189
C 3.071 3.688 -1.039
N 1.771 3.368 -1.407
C 1.195 2.671 -0.390
S -0.409 2.063 -0.303
C 1.139 3.780 -2.702
C 2.165 4.533 -3.544
C -0.037 4.714 -2.417
C 0.704 2.535 -3.473
C -0.425 1.237 2.813
S -0.320 -0.433 2.420
H -4.465 0.315 3.089
H -2.937 -0.049 2.252
H -3.729 1.513 1.996
H -3.403 -0.122 5.380
H -1.887 0.700 5.804
H -1.893 -0.570 4.565
H -4.506 1.983 4.920
H -3.843 3.201 3.828
H -3.067 2.884 5.400
H -1.776 3.983 3.940
H 0.706 4.273 2.877
H 2.668 2.719 2.721
H 3.204 0.887 4.185
H 4.555 -1.432 3.770
H 6.077 -1.206 0.574
H 4.784 -1.272 -0.645
H 5.849 -2.668 -0.412
H 5.944 -2.568 2.656
H 5.663 -4.026 1.709
H 4.514 -3.584 2.977
H 3.067 -3.055 -0.479
H 2.510 -3.516 1.123
H 3.867 -4.382 0.381
H 4.148 3.212 0.817
H 3.745 4.232 -1.673
H 2.496 5.455 -3.060
H 1.690 4.801 -4.487
H 3.033 3.910 -3.769
H 0.305 5.597 -1.869
H -0.800 4.212 -1.827
H -0.480 5.038 -3.361
H 1.563 1.884 -3.655
H 0.280 2.837 -4.434
H -0.041 1.955 -2.932
C -1.988 0.720 -4.616
Si -1.165 -0.757 -3.774
C 0.198 -1.351 -4.921
C -2.475 -2.104 -3.747
O -0.575 -0.359 -2.335
H -2.732 0.375 -5.344
H -1.261 1.334 -5.158
H -2.501 1.362 -3.895
H -0.221 -1.720 -5.866
H 0.771 -2.166 -4.463
H 0.895 -0.539 -5.156
H -2.860 -2.276 -4.758
H -3.320 -1.822 -3.105
H -2.074 -3.051 -3.381
C -3.951 -2.055 0.654
C -3.882 -0.808 -0.154
N -2.803 -0.139 -0.499
C -3.224 0.970 -1.211
C -4.577 0.969 -1.296
N -4.981 -0.165 -0.622
H -2.939 -2.308 0.961
H -4.360 -2.879 0.066
H -4.585 -1.913 1.533
H -2.520 1.689 -1.597
H -5.272 1.650 -1.759
H -5.928 -0.465 -0.484
C 0.521 -3.823 -1.246
C -0.600 -3.661 -0.197
C -1.867 -4.345 -0.729
C -0.225 -4.339 1.126
N -0.877 -2.259 0.065
H 1.070 -4.761 -1.105
H 1.210 -2.987 -1.169
H 0.095 -3.807 -2.254
H -1.593 -5.299 -1.189
H -2.346 -3.720 -1.479
H -2.575 -4.549 0.077
H -0.085 -5.413 0.975
H -1.022 -4.180 1.857
H 0.691 -3.911 1.537